one:
10
Properties=species:S:1:pos:R:3:nbo_charge:R:1 method="wB97M-V/def2-TZVPD" smiles=C[C@]1(I)CO1 e_homo_ev=-9.35 gap_ev=9.93
C 0.3937 -1.1629 0.5448 -0.657
C -0.3605 0.0961 0.1873 0.191
I -2.5032 -0.2725 -0.1276 -0.013
C 0.0482 1.2436 -0.6446 -0.136
O 0.0314 1.2592 0.7930 -0.472
H 0.5555 -1.5155 1.5744 0.247
H 1.4066 -0.8479 0.1703 0.217
H 0.1962 -1.9038 -0.1246 0.227
H 1.0119 1.2649 -1.1680 0.192
H -0.7799 1.8388 -1.2049 0.205


two:
10
Properties=species:S:1:pos:R:3:nbo_charge:R:1 method="wB97M-V/def2-TZVPD" smiles="C[C@@H](I)C=O" e_homo_ev=-9.36 gap_ev=9.57
C 0.5176 1.0074 -0.5391 -0.690
C -0.3568 0.2491 0.4246 -0.403
I -2.4483 0.2853 -0.0999 0.081
C 0.0539 -1.5203 0.3652 0.455
O 0.6554 -2.0740 -0.5187 -0.507
H 0.5957 2.0384 -0.0392 0.233
H 1.4667 0.4060 -0.6805 0.242
H 0.1105 0.9774 -1.6472 0.238
H -0.3164 0.6758 1.4575 0.227
H -0.2784 -2.0450 1.2774 0.123


Stability check: which of them is least stable? one.


one:
17
Properties=species:S:1:pos:R:3:nbo_charge:R:1 method="wB97M-V/def2-TZVPD" smiles="CC(C)(N)[P@@H](=O)O" e_homo_ev=-9.92 gap_ev=10.70
C -1.1993 1.1630 0.4729 -0.658
C -0.2784 0.0503 0.0818 -0.185
C -0.8561 -1.1406 -0.6136 -0.651
N 0.5431 -0.6221 1.4570 -0.891
P 1.2735 0.6729 -0.7829 1.988
O 2.2220 1.3308 0.0666 -1.088
O 1.9038 -0.5880 -1.5737 -0.989
H -2.2124 0.7189 0.9940 0.210
H -1.5961 1.5559 -0.4786 0.224
H -0.8728 1.8816 1.3069 0.253
H -1.0972 -1.9348 0.1273 0.230
H -0.0843 -1.5016 -1.2443 0.240
H -1.8386 -0.8593 -1.0875 0.218
H -0.1775 -0.9609 2.1458 0.357
H 1.0628 0.1073 1.9158 0.370
H 0.9147 1.3371 -1.8855 -0.140
H 2.2927 -1.2104 -0.9021 0.512


two:
17
Properties=species:S:1:pos:R:3:nbo_charge:R:1 method="wB97M-V/def2-TZVPD" e_homo_ev=-8.17 gap_ev=8.59
C -1.5185 -1.4034 0.7155 -0.695
C -1.4546 0.9224 -0.2229 -0.683
C -0.8561 -0.4726 -0.1457 0.436
N 0.2671 -0.5952 -0.7287 -0.700
O 2.7991 -0.1939 -0.3733 -1.167
O 1.7025 1.9318 0.7831 -1.006
P 1.9522 -1.3970 -0.2308 1.128
H -2.5322 -1.6073 0.2977 0.254
H -1.7281 -0.9070 1.6347 0.252
H -0.9087 -2.3030 0.9443 0.248
H -1.7569 1.0570 -1.2415 0.233
H -0.6851 1.5921 -0.0741 0.266
H -2.3830 0.9843 0.3746 0.223
H 2.3599 2.6362 0.7466 0.463
H 2.2311 1.2370 0.2741 0.505
H 0.5729 0.3279 -1.1542 0.408
H 1.9384 -1.8093 -1.5993 -0.164


Stability check: which of them is least stable? two.


one:
15
Properties=species:S:1:pos:R:3:nbo_charge:R:1 method="wB97M-V/def2-TZVPD" smiles=N[C@H](CO)CS e_homo_ev=-8.77 gap_ev=9.51
N -0.6051 1.5118 -0.8556 -0.825
C -0.3231 0.1952 -0.3748 -0.087
C -0.2136 0.2922 1.1447 -0.063
O 0.0830 -0.9204 1.8771 -0.733
C 0.9533 -0.3303 -1.0418 -0.523
S 1.1540 -2.1256 -0.9394 -0.059
H -1.4840 1.8384 -0.4641 0.356
H -0.7804 1.4889 -1.8724 0.362
H -1.1580 -0.5055 -0.5738 0.166
H -1.1673 0.6903 1.5122 0.159
H 0.5150 1.0647 1.4041 0.176
H -0.6187 -1.0426 2.5116 0.478
H 0.9477 -0.0882 -2.1169 0.222
H 1.8167 0.1653 -0.5652 0.218
H 0.8804 -2.2342 0.3542 0.152


two:
15
Properties=species:S:1:pos:R:3:nbo_charge:R:1 method="wB97M-V/def2-TZVPD" e_homo_ev=-8.08 gap_ev=8.36
C -1.4629 0.2778 1.0930 -0.612
C -1.0932 0.3934 -0.4053 -0.506
C 0.2402 0.9891 -0.7493 0.411
N 1.7344 -1.2270 -0.2229 -0.916
O 0.8014 0.3999 -1.7017 -0.677
S 1.6839 -0.2513 1.1903 -0.202
H -0.8792 -0.3901 1.7413 0.238
H -2.4558 0.0502 1.2957 0.204
H -1.2492 1.2687 1.5090 0.199
H -1.8877 1.0233 -0.9469 0.239
H -0.9581 -0.6605 -0.6881 0.209
H 0.4971 1.9678 -0.4471 0.171
H 1.0411 -1.9023 -0.1045 0.382
H 2.6303 -1.5188 -0.2371 0.390
H 1.3576 -0.4203 -1.3263 0.469


Stability check: which of them is least stable? two.


one:
15
Properties=species:S:1:pos:R:3:nbo_charge:R:1 method="wB97M-V/def2-TZVPD" e_homo_ev=-13.41 total_charge=+1 gap_ev=9.99
C -3.7986 1.5499 0.0241 0.273
C -0.1522 -0.9989 0.1496 0.358
N -0.1190 0.3417 0.2553 -0.763
N 1.0549 -1.6440 0.0625 -0.740
N -2.8646 0.9040 -0.1095 -0.454
S -1.6378 -1.7863 -0.1632 0.128
S 3.8214 0.1358 -0.3750 -0.323
H -2.3957 -0.6381 -0.2727 0.206
H -4.6516 2.1583 0.1472 0.264
H 0.7266 0.7801 -0.1812 0.421
H 1.0234 -2.3979 -0.5436 0.415
H 1.8738 -1.1827 0.2664 0.423
H 4.4083 0.3090 0.8412 0.178
H -0.9279 0.9655 0.3170 0.444
H 3.6389 1.5037 -0.4181 0.172


two:
15
Properties=species:S:1:pos:R:3:nbo_charge:R:1 method="wB97M-V/def2-TZVPD" e_homo_ev=-13.15 total_charge=+1 gap_ev=8.83
C -1.8259 0.3996 0.4977 0.354
C 0.2493 -1.0062 0.6020 0.286
N -2.2593 1.6330 0.7427 -0.722
N -0.5148 0.1489 0.7274 -0.595
N 1.5402 -0.8501 0.9118 -0.740
S -2.9626 -0.7154 -0.0986 0.132
S -0.3091 -2.5010 0.1486 -0.005
H 1.0076 -0.7221 -2.1303 -0.030
H -1.6921 2.3525 1.1603 0.420
H -3.2388 1.8371 0.5947 0.442
H 0.0238 0.9503 1.0463 0.411
H 1.6432 -0.3924 -2.4398 0.027
H 2.1529 -1.6455 0.8112 0.444
H 1.9743 0.0408 1.0906 0.407
H -1.9875 -1.7668 -0.1343 0.167


Stability check: which of them is least stable? one.


one:
21
Properties=species:S:1:pos:R:3:nbo_charge:R:1 method="wB97M-V/def2-TZVPD" smiles="O=NN1CCCN(N=O)CC1" e_homo_ev=-9.57 gap_ev=9.70
O -2.8331 -0.4226 -0.6547 -0.401
N -2.2355 0.6775 -0.7545 0.249
N -1.2733 0.7147 0.2913 -0.279
C -1.1077 -0.4123 1.1631 -0.273
C -0.2293 -1.6007 0.4263 -0.429
C 0.3535 -1.0175 -0.9952 -0.256
N 1.3207 -0.0320 -0.8394 -0.274
N 2.5599 -0.5556 -0.3213 0.230
O 3.2865 0.3360 0.1551 -0.356
C 1.0593 1.2067 -0.1925 -0.251
C -0.4644 1.7239 -0.0086 -0.215
H -2.1829 -0.9355 1.4620 0.266
H -0.5212 -0.0730 2.0302 0.222
H -0.9665 -2.4724 0.1647 0.233
H 0.7705 -1.9086 0.8169 0.225
H -0.3553 -0.8563 -1.8187 0.224
H 0.9074 -1.9419 -1.1649 0.231
H 1.5167 0.9170 0.9131 0.195
H 1.6537 1.9906 -0.6064 0.224
H -0.8127 2.2627 -0.9044 0.239
H -0.4465 2.3995 0.8379 0.196


two:
21
Properties=species:S:1:pos:R:3:nbo_charge:R:1 method="wB97M-V/def2-TZVPD" smiles="C[C@H]1CN(N=O)CCN1N=O" e_homo_ev=-9.32 gap_ev=10.16
C 1.8848 -0.1794 0.1884 -0.640
C 0.8627 0.7972 -0.3185 -0.061
C -0.0738 0.3883 -1.4124 -0.285
N -0.6769 -0.8656 -0.8507 -0.226
N -0.0642 -2.0215 -1.0733 0.232
O 0.9031 -2.0275 -1.7992 -0.407
C -1.6466 -0.8102 0.1897 -0.248
C -0.9575 -0.1745 1.3755 -0.241
N -0.1739 0.9399 0.8868 -0.256
N -0.8922 2.0846 1.1128 0.229
O -0.4578 3.1123 0.6292 -0.399
H 2.5249 0.1186 0.9423 0.226
H 2.6112 -0.6273 -0.5316 0.245
H 1.3765 -1.0170 0.6892 0.203
H 1.2723 1.7944 -0.2900 0.252
H 0.3447 0.1929 -2.3860 0.247
H -0.7160 1.2696 -1.5385 0.234
H -1.7474 -1.8646 0.3901 0.233
H -2.6000 -0.4368 -0.1606 0.217
H -0.2105 -0.8137 1.7523 0.203
H -1.5635 0.1405 2.2045 0.241


Stability check: which of them is least stable? one.